ORCA calculation (ωB97M-V with the def2-TZVPD basis set) on C6H10O as an isolated structure.

Positions of all 17 atoms, in Å:
O1 -0.4637 2.2536 -0.1537
C1 -1.0019 -0.6430 0.3187
C2 -1.1640 0.0734 -0.8627
C3 -0.3152 -0.1944 1.5598
C4 1.7741 -0.2403 0.1027
C5 0.8439 -0.8754 0.9086
C6 -1.0404 1.5391 -0.9530
H1 0.9209 -1.9522 1.0384
H2 1.1108 -0.1212 -1.2657
H3 2.6475 -0.7995 -0.2252
H4 1.9005 0.8372 0.1865
H5 -1.3898 -1.6591 0.3313
H6 -0.6743 -0.6656 2.4752
H7 -1.4958 1.9838 -1.8636
H8 -1.7491 -0.3936 -1.6525
H9 0.3056 -0.0264 -1.5975
H10 -0.2091 0.8836 1.6525

Forces on atoms 1 to 2 (eV/Å):
O -0.2 -0.3 -0.3
C -0.2 0.0 -0.2

Results
energy relative to the best compared isomer or geometry (same formula, charge and spin)	350.2	kJ/mol
gap between HOMO and LUMO	9.64	eV
maximum force	0.0090	hartree/bohr
charge	0

Here are the natural (NBO) charges for atoms 1 to 5, given in e: -0.569, -0.138, -0.424, -0.463, -0.473